No. 1
{
  "formula": "C47H38N8O4RuSSeSi",
  "method": "ωB97M-V/def2-TZVPD",
  "homo_lumo_gap_ha": [0.2380, 0.0814],
  "total_charge": 1,
  "spin_multiplicity": 2,
  "lumo_energy_ev": [-2.9, -7.2],
  "species": ["Ru", "N", "C", "N", "C", "N", "N", "C", "C", "C", "C", "C", "C", "N", "C", "C", "C", "C", "C", "C", "H", "H", "H", "H", "H", "H", "H", "H", "H", "H", "H", "O", "S", "O", "N", "C", "O", "C", "C", "C", "C", "C", "C", "H", "H", "H", "H", "O", "Si", "C", "C", "C", "C", "C", "C", "C", "C", "C", "C", "C", "C", "C", "C", "C", "C", "C", "C", "H", "H", "H", "H", "H", "H", "H", "H", "H", "H", "H", "H", "H", "H", "H", "C", "N", "C", "Se", "N", "C", "C", "C", "C", "C", "C", "H", "H", "H", "H", "H", "H", "H", "H"],
  "positions_angstrom": [[-0.060120, 0.689605, 0.182998], [-4.135824, -1.740215, -0.953766], [-3.268088, -0.721552, -0.953137], [-2.006452, -0.829893, -0.683824], [-1.509821, -2.085560, -0.346400], [-0.227524, -2.269086, -0.210644], [0.519718, -1.200437, -0.332561], [1.755717, -1.253911, -0.724766], [2.280571, -0.039855, -1.252031], [3.557211, 0.065768, -1.811603], [3.917111, 1.216950, -2.470975], [2.984257, 2.247288, -2.580151], [1.758598, 2.101397, -1.967935], [1.405111, 1.004212, -1.295999], [-2.402032, -3.212798, -0.244179], [-1.967382, -4.478737, 0.152561], [-2.858901, -5.528587, 0.190025], [-4.188439, -5.333775, -0.177505], [-4.635993, -4.086428, -0.567359], [-3.746737, -3.021936, -0.588014], [-5.092611, -1.588861, -1.231763], [-3.663986, 0.248769, -1.227000], [2.286245, -2.197109, -0.753473], [4.229941, -0.775389, -1.719434], [4.895975, 1.313691, -2.919116], [3.208023, 3.143430, -3.138647], [1.019609, 2.888992, -2.038333], [-0.927426, -4.608080, 0.415050], [-2.522822, -6.506243, 0.505871], [-4.881788, -6.163109, -0.151517], [-5.670419, -3.939047, -0.849809], [4.130077, 1.046612, 5.427067], [3.054186, 1.735700, 4.790884], [2.068728, 2.356578, 5.641699], [2.291703, 0.779731, 3.691716], [2.302194, 1.286590, 2.495302], [1.794601, 0.770361, 1.442010], [3.056935, 2.583910, 2.392323], [3.231976, 3.361153, 1.262215], [3.938431, 4.552246, 1.388540], [4.463856, 4.936090, 2.617466], [4.304433, 4.138146, 3.747330], [3.595883, 2.965371, 3.606032], [2.819144, 3.036725, 0.315903], [4.092695, 5.180593, 0.520705], [5.006586, 5.868212, 2.700853], [4.720579, 4.421928, 4.704631], [-1.353492, 0.136275, 1.668721], [-2.526450, 0.102087, 2.754091], [-1.816108, -0.256104, 4.469824], [-0.473318, -0.595803, 4.560594], [0.110670, -0.843005, 5.797364], [-0.658262, -0.776905, 6.947042], [-2.013084, -0.485381, 6.862082], [-2.594330, -0.235274, 5.627942], [-3.913137, -1.189112, 2.585722], [-5.174494, -0.813613, 2.122247], [-6.228847, -1.719355, 2.110762], [-6.032850, -3.011859, 2.573159], [-4.780420, -3.401949, 3.027079], [-3.727872, -2.498867, 3.029752], [-3.405083, 1.788091, 2.538683], [-3.401025, 2.349044, 1.261796], [-3.955328, 3.599673, 1.018473], [-4.548268, 4.304556, 2.056189], [-4.591291, 3.747993, 3.326983], [-4.018929, 2.505488, 3.565845], [0.130818, -0.654629, 3.667743], [1.167010, -1.070872, 5.843481], [-0.206142, -0.963333, 7.912539], [-2.619950, -0.454045, 7.758409], [-3.657933, -0.026976, 5.576559], [-5.346093, 0.203332, 1.786708], [-7.204057, -1.409136, 1.753971], [-6.857340, -3.713786, 2.588489], [-4.621619, -4.411775, 3.383634], [-2.757146, -2.809165, 3.401008], [-2.951437, 1.795660, 0.445667], [-3.918319, 4.022079, 0.020330], [-4.982659, 5.279570, 1.874021], [-5.073733, 4.286821, 4.132779], [-4.050518, 2.091843, 4.567646], [-0.594647, 2.713364, 3.594562], [-0.988946, 3.933610, 2.928090], [-0.988776, 4.167998, 1.618789], [-0.467662, 3.134210, 0.154954], [-1.430610, 5.424788, 1.408289], [-1.746450, 6.018010, 2.616069], [-2.253933, 7.266748, 2.941997], [-2.450018, 7.523843, 4.285924], [-2.137001, 6.573348, 5.264580], [-1.636635, 5.326504, 4.939701], [-1.457844, 5.060621, 3.589692], [-0.356990, 1.948491, 2.859406], [-1.413398, 2.356328, 4.214416], [0.263735, 2.876807, 4.240556], [-1.486562, 5.844264, 0.495789], [-2.478459, 8.002259, 2.181724], [-2.846878, 8.483167, 4.587558], [-2.289510, 6.827540, 6.304222], [-1.382208, 4.604039, 5.702895]],
  "forces_ev_per_a": [[0.7, -1.0, -0.5], [-0.3, -0.2, -0.1], [0.4, 0.0, -0.1], [0.1, 0.5, -0.2], [1.2, 0.8, -0.1], [-0.9, -2.2, 0.5], [0.8, 2.3, 0.2], [-1.0, -1.1, 0.5], [0.6, 1.3, -0.4], [-0.3, -0.4, 0.3], [-0.1, 0.3, -0.1], [0.3, -0.3, -0.1], [-0.2, 0.0, -0.2], [0.2, -0.3, 0.4], [-0.5, -0.2, 0.0], [-0.1, 0.0, 0.0], [0.1, 0.0, 0.1], [-0.1, 0.2, 0.0], [-0.2, -0.2, 0.0], [0.5, -0.1, 0.1], [0.0, 0.1, 0.1], [0.0, 0.0, 0.0], [0.0, -0.1, -0.3], [0.1, 0.0, 0.0], [0.0, 0.0, 0.0], [0.0, 0.1, 0.0], [0.0, 0.0, 0.1], [0.0, 0.0, 0.0], [0.0, 0.0, 0.0], [0.0, 0.0, 0.0], [0.0, 0.0, 0.0], [0.2, -0.2, 0.0], [-0.2, 0.4, -0.7], [-0.3, 0.0, 0.2], [-0.2, -0.5, 0.8], [-0.1, 0.3, -1.3], [-0.5, 0.1, 0.3], [0.0, 0.0, -0.2], [0.0, 0.0, 0.0], [0.0, -0.1, 0.0], [0.0, 0.0, 0.1], [0.1, 0.0, 0.2], [-0.2, -0.3, 0.0], [0.0, 0.0, 0.0], [0.0, 0.0, 0.0], [0.0, 0.0, 0.0], [0.0, 0.1, 0.0], [-0.6, -0.7, 1.6], [0.3, 1.0, -2.3], [1.0, 0.1, -1.6], [0.1, -0.3, -0.1], [0.9, 0.0, -2.0], [-1.7, 0.2, 1.6], [0.2, 0.1, 0.7], [-0.7, -0.1, 1.6], [0.5, 0.3, 0.2], [-0.1, 0.0, 0.0], [0.1, 0.1, -0.1], [0.0, -0.1, 0.0], [0.1, -0.2, 0.0], [-0.1, -0.1, 0.1], [0.0, -0.4, 0.6], [-0.2, -0.3, 0.0], [-0.2, -0.1, 0.1], [0.0, -0.1, -0.1], [-0.1, 0.0, 0.2], [-0.1, 0.1, -0.2], [0.1, 0.2, -0.1], [0.1, 0.1, 0.0], [0.0, 0.0, 0.0], [0.1, 0.0, 0.0], [0.0, -0.1, -0.1], [0.0, 0.0, 0.0], [0.0, 0.0, 0.0], [0.0, 0.0, 0.0], [0.0, 0.0, 0.0], [0.0, -0.1, 0.0], [0.1, 0.1, 0.1], [0.0, 0.0, 0.0], [0.0, 0.0, 0.0], [0.0, 0.0, 0.0], [0.0, 0.1, 0.1], [0.3, -0.2, 0.1], [-0.1, -0.1, 0.2], [0.3, -0.3, -1.0], [0.0, 0.7, 0.1], [0.1, 0.1, 0.2], [0.0, 0.0, 0.3], [0.1, -0.1, -0.1], [0.0, 0.0, 0.1], [-0.1, 0.2, 0.1], [0.1, -0.1, -0.1], [-0.1, 0.5, 0.2], [0.0, 0.1, -0.1], [-0.1, 0.1, 0.0], [0.2, 0.1, 0.0], [0.0, -0.1, 0.0], [0.0, 0.0, 0.0], [0.0, 0.0, 0.0], [0.0, 0.0, 0.0], [0.0, 0.0, 0.0]]
}



No. 2
{
  "formula": "C2H2N4O2",
  "method": "ωB97M-V/def2-TZVPD",
  "homo_lumo_gap_ha": 0.3321,
  "smiles": "[H]/N=c1\\nn[nH]oc1=O",
  "lumo_energy_ev": -1.0,
  "species": ["H", "N", "C", "N", "N", "N", "O", "C", "O", "H"],
  "positions_angstrom": [[1.818541, 0.410048, 2.291031], [1.224636, -0.369915, 1.785096], [0.396160, 0.005026, 0.774453], [0.711250, 1.227481, 0.063225], [-0.014325, 1.394648, -0.989822], [-0.889203, 0.614109, -1.429760], [-1.132909, -0.763177, -1.072507], [-0.444916, -1.061595, 0.106800], [-0.509804, -2.117067, 0.814937], [-1.159429, 0.660443, -2.343452]],
  "forces_ev_per_a": [[-1.6, -1.4, -2.2], [-2.8, 2.1, -1.6], [5.5, 0.2, 1.9], [-2.5, -0.6, -0.7], [2.6, 1.2, 1.6], [-1.0, -1.7, 1.8], [1.5, -0.4, 2.2], [-0.2, -3.9, 4.7], [-0.8, 3.9, -4.8], [-0.7, 0.6, -2.8]]
}